{"formula": "C17H21N3O", "method": "ωB97M-V with the def2-TZVPD basis set", "species": ["C", "C", "C", "C", "C", "N", "C", "C", "N", "N", "C", "C", "C", "C", "C", "C", "O", "C", "C", "C", "C", "H", "H", "H", "H", "H", "H", "H", "H", "H", "H", "H", "H", "H", "H", "H", "H", "H", "H", "H", "H", "H"], "positions_angstrom": [[-1.8091, -4.3195, 0.1885], [-1.9720, -2.8346, 0.0625], [-1.9446, -2.0062, 1.1736], [-2.0648, -0.6343, 1.0566], [-2.2211, -0.0298, -0.1922], [-2.3907, 1.3389, -0.3544], [-2.5002, 2.2115, 0.7880], [-1.1066, 2.5956, 1.3351], [-0.1586, 2.6362, 0.2348], [0.8843, 1.8340, 0.0870], [1.4228, 1.1310, 1.0060], [2.5918, 0.3496, 0.7277], [3.3078, -0.4767, 1.5613], [4.3633, -1.0025, 0.7857], [4.2260, -0.4679, -0.4636], [5.0302, -0.6402, -1.7023], [3.1544, 0.3505, -0.5031], [-0.7523, 3.0553, -1.0128], [-1.7879, 2.0095, -1.4919], [-2.2771, -0.8715, -1.3089], [-2.1462, -2.2378, -1.1801], [-2.0343, -4.6505, 1.1997], [-0.7821, -4.6062, -0.0420], [-2.4653, -4.8402, -0.5065], [-1.8181, -2.4373, 2.1572], [-2.0300, -0.0443, 1.9589], [-3.1061, 1.7380, 1.5608], [-3.0294, 3.1113, 0.4565], [-1.1421, 3.5784, 1.8208], [-0.7690, 1.8629, 2.0680], [1.0694, 1.0531, 2.0382], [3.1016, -0.6787, 2.5929], [5.1228, -1.6849, 1.1100], [5.8544, -1.3215, -1.5135], [5.4269, 0.3189, -2.0335], [4.4109, -1.0404, -2.5043], [0.0455, 3.1572, -1.7473], [-1.2215, 4.0305, -0.8553], [-2.5648, 2.5019, -2.0921], [-1.2790, 1.2717, -2.1110], [-2.4476, -0.4538, -2.2896], [-2.1917, -2.8571, -2.0652]], "forces_ev_per_angstrom": [[0.09, 0.04, -0.04], [-0.04, -0.04, 0.08], [-0.01, -0.15, -0.16], [-0.01, 0.23, 0.02], [-0.10, -0.30, 0.03], [-0.04, 0.22, 0.09], [0.05, -0.06, 0.04], [0.08, -0.11, 0.13], [-0.42, 0.61, 0.12], [0.71, -0.55, -0.26], [-0.66, 0.39, 0.12], [0.64, -0.79, 0.74], [-0.63, 0.61, -0.37], [0.10, 0.16, -0.70], [0.64, -0.64, 0.46], [-0.34, 0.22, 0.08], [-0.17, 0.20, -0.20], [-0.05, -0.13, -0.07], [-0.01, 0.17, -0.22], [0.06, 0.05, -0.05], [0.05, 0.03, 0.12], [-0.01, -0.08, 0.04], [0.03, -0.11, 0.01], [-0.03, -0.10, 0.00], [0.00, -0.05, 0.09], [0.01, 0.11, 0.06], [-0.01, 0.10, -0.01], [0.00, -0.05, 0.10], [-0.03, -0.11, 0.08], [-0.04, 0.06, -0.02], [-0.03, 0.13, -0.12], [-0.12, 0.02, 0.22], [0.19, -0.13, -0.02], [0.03, -0.03, 0.01], [0.08, 0.02, -0.07], [0.02, -0.05, -0.09], [-0.08, 0.09, 0.05], [0.01, -0.01, -0.05], [0.12, -0.03, -0.09], [-0.05, 0.06, 0.02], [-0.03, 0.06, -0.06], [-0.02, -0.06, -0.09]], "mulliken_charge": [-1.443, 0.798, -1.253, -0.103, 1.064, 0.050, -1.117, -0.579, 0.259, -0.296, 0.030, 0.352, -0.761, -0.475, 0.490, -1.238, -0.358, -0.714, -0.931, -0.295, -0.950, 0.355, 0.280, 0.374, 0.298, 0.296, 0.475, 0.373, 0.298, 0.270, 0.279, 0.447, 0.455, 0.332, 0.293, 0.292, 0.360, 0.330, 0.298, 0.523, 0.479, 0.364], "de_lowest_ev": 3.345, "homo_energy_ev": -7.028, "multiplicity": 1, "orbital_gap_ev": 7.901, "smiles": "Cc1ccc(N2CCN(/N=C/c3ccc(C)o3)CC2)cc1"}

***

{"formula": "C2H2AgFMgO2", "method": "ωB97M-V with the def2-TZVPD basis set", "species": ["H", "O", "C", "C", "O", "Ag", "Mg", "F", "H"], "positions_angstrom": [[0.2806, -1.9111, -1.6867], [1.6431, -1.0112, 0.0427], [0.6540, -1.5446, -0.5367], [-0.4558, -0.5911, -0.9544], [-0.5519, 0.4724, -0.2715], [1.6278, 0.9864, 0.9405], [-2.0781, 1.8609, -0.2517], [0.0754, -2.6504, 0.1529], [-0.8074, -0.5352, -2.0008]], "forces_ev_per_angstrom": [[2.84, -0.54, 1.18], [-0.05, -1.07, -1.24], [-1.84, -1.54, -0.02], [-0.92, 1.58, -0.96], [-0.75, 1.78, 0.87], [0.02, -0.15, -0.03], [0.19, -0.38, 0.04], [0.67, 0.78, -0.34], [-0.16, -0.45, 0.51]], "mulliken_spin": [0.193, 0.246, 0.111, 0.589, 0.132, 0.026, -0.340, 0.047, -0.003], "homo_energy_ev": [-10.811, -11.019], "total_charge": 1, "multiplicity": 2, "orbital_gap_ev": [4.324, 3.624]}

***

{"formula": "C9H14O", "method": "ωB97M-V with the def2-TZVPD basis set", "species": ["C", "C", "C", "C", "C", "O", "C", "C", "H", "H", "H", "H", "H", "H", "H", "H", "C", "C", "H", "H", "H", "H", "H", "H"], "positions_angstrom": [[0.7181, 0.2108, 2.8714], [0.7355, 0.0952, 1.3901], [1.0458, -1.0587, 0.7126], [1.0581, -1.0473, -0.6781], [1.0826, 0.1350, -1.3720], [1.2969, 0.2089, -2.7133], [0.6495, 1.3044, -0.6668], [0.3416, 1.2470, 0.6743], [1.7785, 0.3308, 3.1748], [0.4358, -0.7011, 3.3577], [0.1414, 1.0133, 3.3173], [1.3556, -1.9898, 1.2211], [1.0133, -1.9346, -1.2811], [1.5119, 1.1066, -2.9573], [0.6393, 2.1746, -1.3336], [-0.1007, 2.0562, 1.2231], [-3.4055, -0.0252, 0.0648], [-2.2096, -0.9047, -0.3831], [-3.2496, 0.6706, 0.8750], [-3.6831, 0.5073, -0.8557], [-4.2054, -0.6878, 0.4424], [-2.5514, -1.6730, -1.0502], [-1.6488, -1.3810, 0.3935], [-1.4358, -0.3381, -0.9192]], "forces_ev_per_angstrom": [[1.56, -0.49, 0.69], [-1.35, 0.95, 0.15], [0.38, -0.46, -0.03], [0.49, -0.37, -0.91], [-1.25, 1.81, 1.49], [0.09, -0.94, -0.09], [0.81, -0.58, -1.50], [1.08, -0.72, -0.43], [-0.46, 0.27, 0.14], [-0.42, -0.65, 0.21], [-0.10, 0.24, -0.36], [-0.60, 0.59, -0.13], [0.61, -0.59, 0.08], [-0.03, 0.37, -0.05], [-0.57, 0.17, 0.75], [0.08, 0.45, -0.01], [0.20, -1.17, -0.64], [0.20, 1.06, 0.08], [0.59, 0.34, 0.06], [-0.55, 0.03, 0.56], [0.05, 0.36, -0.53], [-0.28, -0.40, -0.38], [-0.02, -0.34, 0.81], [-0.50, 0.07, 0.05]], "mulliken_charge": [-1.467, 1.032, -0.592, -0.410, 0.546, -0.531, -0.418, -0.854, 0.306, 0.366, 0.375, 0.314, 0.382, 0.312, 0.242, 0.371, -0.950, -0.586, 0.292, 0.253, 0.304, 0.408, 0.293, 0.014], "de_lowest_ev": 0.895, "homo_energy_ev": -8.295, "multiplicity": 1, "orbital_gap_ev": 9.136, "smiles": "Cc1ccc(O)cc1.CC"}

***

{"formula": "C16H48O8", "method": "ωB97M-V with the def2-TZVPD basis set", "species": ["C", "C", "O", "H", "H", "H", "H", "H", "H", "C", "C", "O", "H", "H", "H", "H", "H", "H", "C", "C", "O", "H", "H", "H", "H", "H", "H", "C", "C", "O", "H", "H", "H", "H", "H", "H", "C", "C", "O", "H", "H", "H", "H", "H", "H", "C", "C", "O", "H", "H", "H", "H", "H", "H", "C", "C", "O", "H", "H", "H", "H", "H", "H", "C", "C", "O", "H", "H", "H", "H", "H", "H"], "positions_angstrom": [[-5.2513, 22.4156, -20.4789], [-4.8192, 23.3914, -19.4012], [-5.8712, 23.5147, -18.4620], [-4.4695, 22.2715, -21.2232], [-6.1409, 22.8013, -20.9888], [-5.5441, 21.4690, -20.0259], [-4.5815, 24.3630, -19.8480], [-3.9183, 22.9966, -18.9168], [-5.5330, 23.9275, -17.6564], [-6.3132, 26.6240, -20.4266], [-7.0710, 26.2505, -21.6831], [-6.4139, 25.2551, -22.4593], [-6.5923, 27.6389, -20.1162], [-5.2437, 26.6811, -20.6434], [-6.4734, 25.9826, -19.5581], [-7.1369, 27.1330, -22.3191], [-8.0952, 25.9360, -21.4555], [-6.1781, 24.5253, -21.8778], [-1.3754, 21.4566, -19.4082], [-0.9341, 21.9195, -20.7640], [-1.5985, 23.1904, -21.0199], [-1.1082, 22.2120, -18.6654], [-0.9327, 20.5181, -19.0774], [-2.4618, 21.3401, -19.3812], [-1.1490, 21.2557, -21.6006], [0.1423, 22.1247, -20.7680], [-1.7323, 23.3044, -21.9647], [-3.7744, 18.7529, -21.5781], [-2.4536, 18.2560, -22.0981], [-2.1290, 17.0241, -21.4832], [-4.0334, 19.7131, -22.0272], [-3.7852, 18.8846, -20.4925], [-4.5733, 18.0428, -21.8030], [-1.6835, 19.0122, -21.9108], [-2.5667, 18.1568, -23.1865], [-1.1787, 16.8957, -21.5332], [-4.4076, 27.6348, -16.0128], [-5.5779, 26.6957, -16.2745], [-5.1832, 25.3323, -16.3968], [-4.0370, 27.5199, -14.9926], [-4.7529, 28.6661, -16.1251], [-3.5924, 27.4820, -16.7186], [-6.0820, 26.9630, -17.2020], [-6.3099, 26.7997, -15.4662], [-4.6595, 25.1307, -15.6133], [-1.9814, 27.6059, -19.2014], [-2.2205, 26.1451, -19.4776], [-1.0251, 25.4239, -19.1957], [-1.6252, 27.7348, -18.1780], [-2.9127, 28.1639, -19.3200], [-1.2238, 28.0113, -19.8708], [-2.4979, 25.9857, -20.5264], [-3.0409, 25.7779, -18.8475], [-1.1643, 24.5310, -19.5355], [-10.0714, 24.1774, -19.1342], [-9.6971, 23.7910, -17.7215], [-10.4746, 22.6479, -17.3373], [-9.3984, 24.9757, -19.4592], [-11.0882, 24.5629, -19.2022], [-9.9631, 23.3237, -19.8014], [-9.9036, 24.6291, -17.0447], [-8.6359, 23.5347, -17.6797], [-10.0608, 22.2354, -16.5757], [-7.5409, 22.5180, -14.9954], [-7.7146, 22.7667, -13.5111], [-6.7619, 23.7281, -13.0397], [-8.3724, 21.9358, -15.3989], [-6.6497, 21.9231, -15.2034], [-7.4597, 23.4565, -15.5412], [-7.5889, 21.8523, -12.9281], [-8.7395, 23.1000, -13.3131], [-7.2207, 24.5213, -12.7573]], "forces_ev_per_angstrom": [[-0.37, 0.32, 0.05], [0.10, -0.32, -0.04], [-0.17, -0.17, -0.04], [0.08, -0.07, 0.05], [0.01, -0.12, 0.02], [0.13, -0.09, -0.06], [0.10, -0.02, 0.04], [0.02, 0.21, -0.02], [-0.06, 0.28, -0.06], [0.18, 0.69, 0.32], [-0.03, -0.04, -0.01], [0.03, 0.03, 0.02], [-0.11, -0.12, -0.01], [0.01, -0.14, -0.01], [-0.01, -0.30, -0.21], [-0.01, -0.09, -0.14], [0.01, 0.01, 0.05], [-0.04, -0.01, 0.01], [-0.46, -0.10, 0.35], [0.29, 1.09, -0.48], [-0.04, -0.49, 0.24], [-0.01, 0.01, -0.03], [0.15, -0.05, -0.24], [0.07, -0.04, -0.03], [-0.13, -0.33, 0.23], [-0.01, -0.21, -0.02], [0.11, 0.02, 0.04], [-0.52, -0.01, 0.46], [-0.19, 0.43, -0.28], [0.04, -0.04, 0.07], [0.02, -0.03, -0.08], [0.22, 0.00, -0.06], [0.06, 0.02, -0.11], [0.09, -0.10, 0.02], [0.30, -0.18, 0.04], [-0.01, -0.08, -0.05], [-0.29, 0.07, -0.05], [0.02, 0.29, 0.02], [0.21, 0.07, 0.22], [0.10, -0.04, -0.03], [0.05, -0.03, 0.08], [-0.01, -0.11, -0.02], [0.04, -0.12, -0.09], [-0.04, -0.04, -0.04], [-0.03, -0.21, -0.01], [0.00, 0.07, 0.07], [0.17, -0.24, 0.03], [-0.19, 0.04, 0.12], [-0.02, 0.02, 0.01], [0.07, 0.07, -0.03], [-0.02, 0.03, -0.04], [-0.11, 0.07, 0.02], [-0.02, 0.00, -0.04], [0.10, 0.04, -0.19], [0.18, 0.21, 0.05], [-0.20, -0.33, 0.00], [-0.05, 0.21, -0.13], [-0.02, -0.07, -0.09], [-0.07, -0.13, 0.06], [0.01, 0.02, -0.04], [0.12, -0.05, 0.05], [0.04, 0.14, 0.00], [0.01, 0.04, 0.03], [0.20, -0.33, -0.07], [-0.26, 0.18, 0.08], [-0.01, -0.16, -0.05], [-0.07, 0.05, 0.09], [0.10, 0.16, 0.05], [-0.05, 0.03, 0.00], [0.13, -0.05, -0.08], [0.11, 0.15, 0.01], [-0.06, -0.02, -0.01]], "mulliken_charge": [-1.661, 0.924, -0.424, 0.274, 0.466, 0.410, -0.352, 0.255, 0.141, -0.528, -0.289, -0.543, 0.487, 0.155, -0.064, 0.337, 0.174, 0.163, -0.916, -0.179, -0.418, 0.386, 0.403, 0.009, 0.297, 0.244, 0.240, -1.030, 0.036, -0.532, 0.263, 0.268, 0.410, 0.047, 0.242, 0.316, -1.040, -0.153, -0.367, 0.394, 0.369, 0.110, 0.197, 0.271, 0.199, -1.486, 0.914, -0.634, 0.339, 0.337, 0.380, 0.263, -0.387, 0.256, -1.037, 0.565, -0.551, 0.117, 0.368, 0.329, 0.230, -0.265, 0.280, -0.479, -0.484, -0.512, 0.197, 0.299, 0.088, 0.267, 0.321, 0.293], "de_lowest_ev": 2.025, "homo_energy_ev": -9.852, "multiplicity": 1, "orbital_gap_ev": 10.342, "smiles": "CCO.CCO.CCO.CCO.CCO.CCO.CCO.CCO"}